93
Properties=species:S:1:pos:R:3 method="wB97M-V/def2-TZVPD" homo_ev="-12.069 / -12.069" relative_energy_ev=5.095 charge=+2 multiplicity=4
Re -1.57325 -1.08520 -1.61790
C -1.54963 1.73552 3.25133
C -1.28048 2.29106 2.07717
C 0.04487 2.40807 1.40640
C 0.85264 1.09236 1.39730
C 0.21128 -0.11536 1.94588
C 0.20466 -0.88393 3.05671
C -0.34462 -0.33136 4.32384
C -0.50575 1.22074 4.23185
C -0.60599 -0.04376 -3.01976
H -2.61237 1.68059 3.56392
H -2.04990 2.52468 1.34635
H 0.69924 3.16842 1.83432
H -0.11544 2.68318 0.35399
H 1.11787 0.92265 0.32018
H 1.84352 1.27531 1.82522
H -0.53711 -0.44932 1.24957
H 0.25815 -1.97720 2.98288
H 0.26915 -0.61259 5.19944
H -1.35416 -0.77820 4.42253
H -0.75102 1.58466 5.24408
H 0.45788 1.63620 3.89769
H -1.15544 0.92233 -2.98421
H -0.99095 -0.61126 -3.89420
H 0.47719 0.10033 -3.14553
P 0.06789 -2.30480 -1.15647
P 2.90557 0.70320 -0.65521
N -0.23129 -3.83918 -0.09061
N 0.73226 -3.41855 -2.48649
N 3.63160 0.10834 0.84496
N 4.66213 1.42355 -1.07650
C 1.72422 -1.84981 -0.54075
C 2.58073 -0.92104 -1.43533
C -1.38252 -4.60187 -0.23617
C -1.19071 -5.85007 0.35587
C 0.10026 -5.84029 0.93626
C 0.66159 -4.58707 0.65623
C 0.24209 -3.46099 -3.77243
C 1.06514 -4.28073 -4.53516
C 2.07464 -4.79119 -3.68168
C 1.83848 -4.24719 -2.41489
C 3.57991 0.74049 2.10629
C 3.93928 -0.17353 3.08747
C 4.32578 -1.36435 2.42914
C 4.16688 -1.16256 1.06120
C 5.57875 1.99186 -0.17910
C 6.75972 2.32263 -0.84891
C 6.56330 1.96909 -2.21908
C 5.28212 1.42186 -2.31847
H 2.27484 -2.78574 -0.40585
H 1.60701 -1.42507 0.46639
H 3.57581 -1.36426 -1.59132
H 2.08897 -0.78437 -2.41268
H -2.25712 -4.21748 -0.73923
H -1.88371 -6.68220 0.33349
H 0.58731 -6.65380 1.45923
H 1.62975 -4.21696 0.95918
H -0.66008 -2.92204 -4.03350
H 0.93668 -4.47507 -5.59601
H 2.87293 -5.47924 -3.92870
H 2.37459 -4.41840 -1.49107
H 3.45996 1.80676 2.22051
H 3.90675 0.00409 4.14939
H 4.67720 -2.27126 2.89647
H 4.45762 -1.78518 0.24773
H 5.35210 2.10202 0.86562
H 7.64348 2.76897 -0.40970
H 7.26260 2.11154 -3.02952
H 4.76915 1.02082 -3.17410
C -4.79736 4.62117 -1.81934
C -5.46346 3.30826 -1.44218
C -4.61730 2.38045 -0.50362
C -4.34622 3.13312 0.83257
C -3.41522 4.33134 0.76642
C -5.42978 1.14821 -0.13561
O -6.60035 0.98423 -0.38428
N -4.65371 0.14421 0.54175
C -3.65143 -0.36179 -0.26351
O -3.15247 -1.52378 -0.22440
N -3.19746 0.44477 -1.21928
C -3.36402 1.83623 -1.23546
O -2.53194 2.49582 -1.83636
H -4.97241 5.38967 -1.05683
H -5.22449 5.00051 -2.75209
H -3.72473 4.46447 -1.98632
H -6.40650 3.52422 -0.91088
H -5.73938 2.75341 -2.35303
H -5.34366 3.46425 1.18419
H -3.98427 2.39020 1.55916
H -3.95862 5.26108 0.56331
H -2.87699 4.43399 1.71513
H -2.68375 4.17827 -0.03653
H -5.22849 -0.48119 1.11160